13
Properties=species:S:1:pos:R:3:forces:R:3 method="wB97M-V/def2-TZVPD" homo_energy_ev=-10.1 charge=0 largest_force_ev_per_a=3.30 e_above_lowest_ev=2.069 spin_multiplicity=1 lumo_energy_ev=0.577
H -0.1550 -2.1098 -0.8944 -0.252 0.577 -0.577
N -0.3389 -1.1091 -1.0793 -0.423 -1.525 -1.326
C 0.0629 -0.4899 -0.0895 -0.981 1.826 0.606
N 0.5524 -0.9636 1.0741 2.154 2.137 1.310
C 0.9653 -2.3189 1.2508 0.935 -1.160 -0.369
O -0.0761 0.9134 0.0546 1.153 -1.333 0.403
C -0.6971 1.7088 -0.8221 -2.291 -1.246 -1.606
O -0.7342 2.8758 -0.6486 0.376 1.068 0.063
H 1.3037 -0.2993 1.3877 -1.349 -0.795 -0.033
H 1.7019 -2.2542 2.1278 -0.958 -0.810 -1.537
H 0.1074 -2.9608 1.5050 0.305 0.234 0.195
H 1.3851 -2.7784 0.2676 -0.058 0.704 1.728
H -1.3424 1.1978 -1.6407 1.389 0.322 1.143